1.
119
Properties=species:S:1:pos:R:3:forces:R:3:lowdin_spin:R:1 method="wB97M-V/def2-TZVPD" gap_ev="4.18 / 5.17" spin_multiplicity=2 total_charge=-2 largest_force_ha_per_bohr=0.0088 homo_ev="-0.11 / -1.10" e_lumo_ev="4.1 / 4.1"
Hg 1.2126 0.8157 0.5396 0.1 0.0 -0.1 0.006
C 4.2459 -4.0536 5.8155 0.0 0.1 0.0 0.000
C 3.3074 -3.2519 4.9527 0.0 0.0 0.0 0.000
C 1.9952 -2.9809 5.3342 0.0 0.0 0.0 0.000
C 1.1522 -2.2424 4.5354 -0.1 0.2 -0.1 0.000
C 1.5232 -1.7031 3.2676 -0.3 0.0 -0.1 0.000
N 0.6451 -0.9921 2.4846 0.3 -0.2 0.2 0.001
C -0.6767 -1.3490 2.5735 0.2 -0.2 0.0 0.000
C -1.1178 -2.6971 2.6735 0.1 0.1 0.0 0.000
C -2.4430 -3.0523 2.7548 -0.1 0.1 0.1 0.000
C -3.4624 -2.0945 2.7100 0.1 -0.1 0.0 0.000
C -4.9149 -2.4870 2.7099 0.0 0.0 0.0 0.000
C -3.0595 -0.7795 2.5876 0.0 0.1 0.0 0.000
C -1.7159 -0.4128 2.5288 -0.3 0.2 0.0 0.000
N -1.4435 0.9870 2.4413 -0.1 -0.1 0.1 0.000
C -1.5519 1.8986 3.4275 0.0 0.1 -0.1 0.001
C -1.3969 3.1398 2.8550 0.0 0.0 -0.1 0.000
C -1.2018 2.8708 1.4895 -0.2 0.1 0.0 0.005
N -1.2461 1.5703 1.2428 -0.1 0.0 0.0 0.003
C 2.8807 -1.9347 2.9442 0.0 0.0 0.2 0.000
C 3.7203 -2.6897 3.7591 0.0 0.1 -0.1 0.000
N 3.4810 -1.3986 1.7747 0.0 0.0 0.0 0.000
C 4.1969 -2.0776 0.8539 -0.1 0.0 -0.1 0.000
C 4.8348 -1.1482 0.0699 0.0 0.0 0.0 0.000
C 4.4452 0.0912 0.6102 0.0 0.1 -0.1 0.000
N 3.6364 -0.0672 1.6461 0.0 0.1 0.0 0.000
H 3.7206 -4.8607 6.3303 0.0 0.0 0.0 0.000
H 4.7248 -3.4341 6.5801 0.0 0.0 0.0 0.000
H 5.0410 -4.4988 5.2149 0.0 0.0 0.0 0.000
H 1.6259 -3.3509 6.2869 0.0 0.0 0.0 0.000
H 0.1460 -2.0532 4.8838 -0.1 0.0 0.0 0.000
H -0.3607 -3.4703 2.6712 0.0 0.0 0.0 0.000
H -2.7040 -4.1048 2.8209 0.0 0.0 0.0 0.000
H -5.0969 -3.3296 3.3807 0.0 0.0 0.0 0.000
H -5.2414 -2.7889 1.7100 0.0 0.0 0.0 0.000
H -5.5498 -1.6576 3.0251 0.0 0.0 0.0 0.000
H -3.7984 0.0133 2.5291 0.0 0.0 0.0 0.000
H -1.7078 1.5929 4.4486 0.0 0.0 0.0 0.000
H -1.3854 4.0967 3.3467 0.0 0.0 0.0 0.000
H -1.0124 3.5588 0.6807 0.0 0.0 0.0 0.001
H 4.7449 -2.8253 3.4277 0.0 0.0 0.0 0.000
H 4.1568 -3.1525 0.8063 0.0 0.0 0.0 0.000
H 5.4455 -1.3288 -0.7970 0.0 0.0 0.0 0.000
H 4.6752 1.0863 0.2682 -0.1 0.1 -0.1 0.000
C 1.3814 1.2565 4.6545 0.0 0.0 0.0 0.001
O 1.5248 1.8197 3.3772 0.1 -0.1 0.0 0.011
C 2.4477 2.8119 3.2361 -0.1 0.0 0.0 0.023
C 3.2346 3.2817 4.2731 0.0 0.0 0.0 0.000
C 4.0826 4.3774 4.0892 0.0 0.0 0.0 0.045
C 4.1160 4.9997 2.8543 0.0 0.0 0.1 0.000
C 3.3406 4.5203 1.8066 0.0 0.0 0.0 0.040
C 2.5047 3.4034 1.9520 0.1 0.0 -0.1 0.012
N 1.7717 2.9145 0.8947 0.0 -0.1 0.0 0.183
N 1.4136 3.8770 0.0247 0.1 0.2 0.1 0.370
C 1.2022 3.5744 -1.2932 -0.2 -0.1 0.0 -0.003
C 1.9979 2.6408 -2.0516 0.1 0.2 0.0 0.056
O 2.9249 1.9452 -1.5546 0.3 -0.2 0.2 0.076
C 1.7417 2.5917 -3.4730 -0.1 0.0 0.0 0.023
C 0.8053 3.3524 -4.1005 0.1 0.1 0.0 0.066
C 0.0220 4.2820 -3.3687 0.0 0.1 0.0 0.016
C -0.9617 5.0781 -3.9898 0.0 0.0 0.0 0.008
C -1.7288 5.9636 -3.2771 0.0 0.0 0.0 -0.004
C -1.5193 6.0852 -1.8872 0.0 -0.1 0.0 0.019
C -0.5655 5.3278 -1.2586 0.0 0.1 0.0 -0.007
C 0.2400 4.3970 -1.9684 0.0 -0.1 0.0 0.035
H 2.3031 0.7685 4.9882 0.0 0.0 0.0 0.000
H 0.6001 0.5090 4.5707 0.0 -0.1 0.0 0.000
H 1.0873 2.0172 5.3893 0.0 0.0 0.0 0.000
H 3.1909 2.8119 5.2456 0.0 0.0 0.0 -0.001
H 4.6862 4.7347 4.9152 0.0 0.0 0.0 0.004
H 4.7615 5.8565 2.6944 0.0 0.0 0.0 -0.001
H 3.3782 4.9808 0.8303 0.0 0.0 0.0 0.004
H 2.3572 1.8927 -4.0302 0.0 0.0 0.0 0.000
H 0.6423 3.2610 -5.1712 0.0 0.0 0.0 0.004
H -1.1050 4.9712 -5.0617 0.0 0.0 0.0 0.000
H -2.4847 6.5639 -3.7713 0.0 0.0 0.0 -0.001
H -2.1331 6.7680 -1.3091 0.0 0.0 0.0 0.002
H -0.3974 5.4248 -0.1937 0.0 0.0 0.0 0.001
C -3.1871 -4.1796 -3.2506 0.0 0.1 0.0 0.000
Si -1.7258 -3.6724 -2.1569 0.0 -0.2 0.1 0.000
C -0.3201 -4.8934 -2.4647 0.1 0.1 -0.1 0.000
C -2.3185 -3.9695 -0.3998 0.1 0.1 0.0 0.000
Si -0.9765 -1.5004 -2.5889 -0.1 0.0 0.0 0.000
Te 1.2082 -0.8391 -1.6058 0.1 -0.3 0.0 0.000
Si -0.4254 -1.4839 -4.8735 0.2 0.1 -0.2 0.000
C -0.3292 0.2957 -5.4688 0.0 0.0 0.1 0.000
C 1.2592 -2.2730 -5.1825 0.0 0.0 0.1 0.000
C -1.6326 -2.3697 -6.0400 -0.1 -0.1 0.1 0.000
Si -2.7532 0.0062 -2.4089 -0.2 0.2 0.0 0.000
C -3.9403 -0.2472 -3.8655 0.1 -0.1 -0.1 0.000
C -2.1812 1.7848 -2.3986 0.1 -0.1 0.0 0.001
C -3.7631 -0.3163 -0.8601 0.0 -0.1 0.0 0.000
H -3.3948 -5.2470 -3.1320 0.0 0.0 0.0 0.000
H -3.0169 -3.9790 -4.3078 0.0 0.0 0.0 0.000
H -4.0814 -3.6270 -2.9502 0.0 0.0 0.0 0.000
H -0.5701 -5.8916 -2.0951 0.0 0.0 0.0 0.000
H 0.5804 -4.5487 -1.9503 0.0 0.0 0.0 0.000
H -0.0787 -4.9692 -3.5280 0.0 0.0 0.0 0.000
H -2.5672 -5.0247 -0.2497 0.0 0.0 0.0 0.000
H -3.2025 -3.3714 -0.1682 0.0 0.0 0.0 0.000
H -1.5501 -3.6920 0.3222 0.0 0.0 0.0 0.000
H 0.2657 0.8942 -4.7761 0.0 0.0 0.0 0.000
H -1.3201 0.7528 -5.5264 0.0 0.0 0.0 0.000
H 0.1319 0.3544 -6.4594 0.0 0.0 0.0 0.000
H 2.0153 -1.7890 -4.5614 0.0 0.0 0.0 0.000
H 1.5508 -2.1685 -6.2315 0.0 0.0 0.0 0.000
H 1.2564 -3.3354 -4.9270 0.0 0.0 0.0 0.000
H -2.6730 -2.1613 -5.7846 0.0 0.0 0.0 0.000
H -1.4944 -3.4533 -6.0142 0.0 0.0 0.0 0.000
H -1.4633 -2.0289 -7.0654 0.0 0.0 0.0 0.000
H -3.4567 -0.0297 -4.8200 0.0 0.0 0.0 0.000
H -4.8085 0.4103 -3.7674 0.0 0.0 0.0 0.000
H -4.2979 -1.2798 -3.9057 0.0 0.0 0.0 0.000
H -1.5977 2.0397 -3.2853 0.0 0.0 0.0 0.000
H -1.5391 1.9613 -1.5328 0.0 0.0 0.0 0.001
H -3.0341 2.4671 -2.3393 0.0 0.0 0.0 0.000
H -4.2397 -1.3007 -0.8874 0.0 0.0 0.0 0.000
H -4.5438 0.4406 -0.7408 0.0 0.0 0.0 0.000
H -3.1183 -0.2791 0.0157 0.0 0.0 0.1 0.000


2.
114
Properties=species:S:1:pos:R:3:forces:R:3:lowdin_spin:R:1 method="wB97M-V/def2-TZVPD" gap_ev="7.25 / 6.40" spin_multiplicity=3 total_charge=+3 largest_force_ha_per_bohr=0.0138 homo_ev="-15.87 / -16.63" e_lumo_ev="-8.6 / -10.2" de_lowest_kcal_mol=0.00
Mo -0.1965 -0.4297 0.4276 -0.2 -0.1 0.7 0.011
C 1.9272 -1.3196 -1.5316 0.1 -0.2 0.0 0.001
N 1.0614 -0.1121 -1.4893 0.0 0.4 -0.3 0.000
C 1.9632 1.0630 -1.6680 0.2 0.2 0.0 0.000
C 1.2996 2.4202 -1.5821 -0.3 -0.1 0.1 0.000
C 1.9979 3.5698 -1.9236 0.1 0.0 0.0 0.000
C 1.3452 4.7905 -1.8546 0.0 -0.1 0.0 0.000
C 0.0101 4.8152 -1.4751 0.0 0.1 0.0 0.000
C -0.6008 3.6207 -1.1418 0.0 0.0 0.1 0.000
N 0.0338 2.4446 -1.1751 -0.1 -0.3 0.0 0.000
C 0.1078 -0.1650 -2.6476 -0.2 0.0 0.0 0.000
C -1.3571 -0.1500 -2.2941 0.1 0.1 -0.1 0.000
C -2.2871 -0.0196 -3.3120 0.0 0.0 0.1 0.000
C -3.6389 -0.0578 -3.0117 0.1 0.0 0.0 0.000
C -4.0277 -0.2272 -1.6885 0.0 0.0 0.0 0.000
C -3.0515 -0.3511 -0.7272 -0.2 0.0 0.1 0.000
N -1.7376 -0.3127 -1.0152 -0.2 0.1 -0.4 0.001
C 1.0799 -2.5441 -1.3457 0.0 0.0 -0.1 0.000
C 1.4090 -3.7736 -1.8855 0.0 0.0 0.0 0.000
C 0.5607 -4.8500 -1.6707 0.0 0.1 0.0 0.000
C -0.6068 -4.6544 -0.9445 0.1 0.0 -0.1 0.000
C -0.8697 -3.3991 -0.4386 -0.1 0.0 0.1 0.000
N -0.0375 -2.3640 -0.6237 0.2 0.0 0.0 0.000
H 2.6578 -1.2612 -0.7236 0.0 0.1 0.0 0.000
H 2.4803 -1.3724 -2.4734 -0.1 0.0 0.0 0.000
H 2.4464 0.9854 -2.6474 0.0 -0.1 0.0 0.000
H 2.7685 0.9989 -0.9319 0.0 -0.1 0.1 0.000
H 3.0310 3.5095 -2.2434 0.0 0.0 0.0 0.000
H 1.8691 5.7019 -2.1095 0.0 0.0 0.0 0.000
H -0.5398 5.7454 -1.4420 0.0 0.0 0.0 0.000
H -1.6406 3.5899 -0.8357 0.0 0.0 0.0 0.000
H 0.2915 -1.0750 -3.2234 0.1 0.0 0.0 0.000
H 0.3036 0.6677 -3.3230 0.0 0.0 0.0 0.000
H -1.9485 0.1012 -4.3326 0.0 0.0 0.0 0.000
H -4.3751 0.0386 -3.7986 0.0 0.0 0.0 0.000
H -5.0706 -0.2695 -1.4093 0.0 0.0 0.0 0.000
H -3.3099 -0.4788 0.3148 0.0 0.0 -0.1 0.000
H 2.3148 -3.8870 -2.4661 0.0 0.0 0.0 0.000
H 0.8045 -5.8229 -2.0765 0.0 0.0 0.0 0.000
H -1.2995 -5.4648 -0.7688 0.0 0.0 0.0 0.000
H -1.7680 -3.2088 0.1347 0.0 0.0 0.0 0.000
C -1.5583 5.3723 6.1164 0.0 -0.1 0.0 0.000
C -0.3439 4.8837 5.3264 0.2 0.3 0.0 0.027
C 0.2729 6.0818 4.5607 -0.1 -0.1 0.0 0.024
C 0.7040 4.3322 6.3118 -0.1 -0.1 -0.1 0.014
C -0.6971 3.8453 4.2951 -0.1 -0.1 0.0 0.206
C 0.3419 3.1693 3.6042 0.1 -0.2 -0.2 0.061
C 0.0209 2.2584 2.6510 0.3 0.0 0.1 0.102
Se 1.3461 1.3479 1.6188 0.1 0.0 0.1 0.018
C 2.0966 0.1127 2.8833 0.0 0.2 0.1 0.110
C 2.8173 0.4978 3.9670 -0.2 0.0 -0.2 0.060
C 3.4595 -0.4968 4.7466 0.0 0.0 0.1 0.204
C 3.2511 -1.8417 4.3954 -0.1 -0.1 -0.1 -0.004
C 2.5314 -2.2814 3.3039 0.1 -0.1 0.1 0.111
C 1.9817 -1.2523 2.4528 0.0 0.2 -0.1 0.151
O 1.4318 -1.4653 1.3126 0.4 -0.3 0.2 0.240
C 2.3261 -3.7867 3.1349 0.1 -0.2 0.0 0.010
C 1.5430 -4.2012 1.8886 0.0 0.1 0.0 -0.001
C 1.5475 -4.2798 4.3733 0.0 0.1 -0.1 0.006
C 3.6971 -4.4883 3.0863 0.0 0.1 0.0 0.007
C 4.3293 -0.1474 5.9257 0.0 0.0 0.2 0.027
C 4.5945 1.3564 6.0343 0.0 -0.1 -0.1 0.001
C 5.6782 -0.8849 5.8046 -0.1 0.1 -0.1 0.013
C 3.5926 -0.6176 7.2026 0.0 0.0 -0.1 0.023
C -1.3225 1.9657 2.2425 0.2 0.2 -0.1 0.126
O -1.5038 1.2127 1.2374 -0.2 0.0 -0.4 0.253
C -2.3898 2.6088 2.9886 -0.2 0.1 0.0 0.134
C -2.0213 3.5236 3.9533 -0.1 -0.1 0.0 -0.005
C -3.8529 2.2663 2.7392 -0.1 -0.1 -0.1 0.013
C -4.7889 2.9800 3.7170 0.1 0.0 0.0 -0.001
C -4.2451 2.6701 1.3057 0.1 0.0 0.1 0.010
C -4.0459 0.7502 2.9370 0.1 0.1 0.1 0.009
H -1.2379 6.1174 6.8426 0.0 0.0 0.0 0.000
H -2.3010 5.8468 5.4734 0.0 0.0 0.0 0.000
H -2.0314 4.5564 6.6666 0.0 0.0 0.0 0.000
H 0.5560 6.8458 5.2842 0.0 0.0 0.0 0.004
H 1.1637 5.7929 4.0004 0.0 0.0 0.0 0.000
H -0.4522 6.5112 3.8680 0.0 0.0 0.0 0.000
H 0.8923 5.0816 7.0790 0.0 0.0 0.0 0.002
H 0.3373 3.4286 6.8034 0.0 0.0 0.0 0.000
H 1.6593 4.1122 5.8322 0.0 0.0 0.0 0.000
H 1.3797 3.3859 3.8203 0.0 0.1 0.0 0.000
H 2.9166 1.5448 4.2160 0.1 0.0 0.0 0.001
H 3.6896 -2.5920 5.0370 0.0 0.0 0.0 -0.002
H 0.5406 -3.7776 1.8898 -0.1 0.0 0.0 0.000
H 2.0583 -3.9134 0.9717 0.0 0.0 0.0 0.000
H 1.4358 -5.2861 1.8904 0.0 0.0 0.0 0.000
H 0.5910 -3.7616 4.4708 0.0 0.0 0.0 0.000
H 1.3484 -5.3470 4.2752 0.0 0.0 0.0 0.001
H 2.1143 -4.1302 5.2914 0.0 0.0 0.0 0.000
H 4.2802 -4.1541 2.2263 0.0 0.0 0.0 0.000
H 4.2835 -4.3066 3.9860 0.0 0.0 0.0 0.000
H 3.5434 -5.5638 3.0028 0.0 0.0 0.0 0.001
H 5.0157 1.7603 5.1108 0.0 0.0 0.0 0.000
H 3.6908 1.9133 6.2929 0.0 0.0 0.0 0.000
H 5.3194 1.5317 6.8271 0.0 0.0 0.0 0.000
H 6.1766 -0.6198 4.8704 0.1 0.0 0.0 0.000
H 6.3188 -0.5873 6.6333 0.0 0.0 0.0 0.002
H 5.5702 -1.9680 5.8422 0.0 0.0 0.0 0.000
H 2.6229 -0.1248 7.2936 0.0 0.0 0.1 0.000
H 3.4321 -1.6959 7.2083 0.0 0.0 0.0 0.000
H 4.1979 -0.3565 8.0703 0.0 0.0 0.0 0.004
H -2.8094 4.0216 4.4941 0.0 0.0 0.0 -0.003
H -4.7582 4.0643 3.5990 0.0 0.0 0.0 0.000
H -5.8130 2.6638 3.5226 0.0 0.0 0.0 0.000
H -4.5569 2.7236 4.7521 0.0 0.0 0.0 0.000
H -4.2011 3.7545 1.1923 0.0 0.0 0.0 0.000
H -3.5917 2.2121 0.5635 0.0 0.0 0.0 0.000
H -5.2698 2.3521 1.1102 0.0 0.0 0.0 0.001
H -3.7036 0.4418 3.9270 0.0 0.0 0.0 0.000
H -5.1041 0.5031 2.8554 0.0 0.0 0.0 0.001
H -3.5021 0.1793 2.1898 0.0 -0.1 0.0 0.000
O -1.4931 -1.8535 2.5928 0.0 0.0 0.1 0.013
N -1.0391 -1.2048 1.7566 -0.2 -0.2 0.0 0.014